No. 1
8 unconnected molecules or ions with the total composition C10H36N8O8 in a non-equilibrium geometry, computed with wB97M-V/def2-TZVPD.

XYZ file:
```
62
Properties=species:S:1:pos:R:3:forces:R:3:mulliken_charge:R:1
N -2.081 10.925 1.230 -5.51 3.75 -0.53 -0.353
N -0.419 4.823 -5.518 0.38 -2.06 -1.79 -0.415
H 0.013 -1.467 1.267 -0.02 0.19 -0.05 0.323
H -0.155 -8.016 -0.468 -0.37 -0.28 0.09 0.237
C -1.084 0.129 8.662 3.34 -2.59 -0.57 0.664
H -2.579 0.891 9.681 0.32 0.06 0.64 0.138
H -4.541 -0.012 -3.478 0.10 -0.40 -0.37 0.213
C 3.640 -0.893 -5.967 1.00 -1.40 -0.98 -0.202
H -5.290 -1.556 -3.123 0.02 0.87 0.38 0.148
H 2.400 -6.648 7.530 -0.02 -0.28 0.25 0.306
H 3.555 -5.243 6.403 1.27 0.13 -0.49 0.300
H 2.648 -2.426 -7.218 -0.20 0.21 0.09 0.319
H -2.089 8.824 1.015 0.80 -1.00 0.27 0.136
H 0.809 0.357 0.527 0.13 0.87 -0.95 0.227
O 0.101 10.893 1.525 3.22 1.69 1.20 -0.613
H -0.130 -7.135 -1.966 -0.14 0.33 -0.22 0.235
H 3.939 -6.143 3.825 0.11 0.13 0.13 0.309
H -1.251 0.303 10.634 -0.03 0.10 -0.36 0.225
H -1.590 0.125 6.690 -0.23 -0.05 0.35 0.216
H -0.414 8.389 1.401 -0.33 0.22 -0.10 0.197
H 5.026 -6.746 5.113 0.28 -0.25 -0.53 0.241
O 2.941 -7.082 6.866 -0.20 -1.55 1.36 -0.517
H -2.837 10.332 0.920 -0.10 0.88 0.18 0.141
C -0.829 5.382 -4.378 -1.36 -1.35 0.12 0.607
O -1.628 4.864 -3.633 -0.54 -0.23 0.87 -0.631
H -0.485 1.389 1.087 -0.35 -0.45 0.89 0.234
C -4.108 -1.663 -4.644 3.08 3.29 -2.15 0.650
O 4.136 -0.043 -6.987 -0.29 1.13 0.11 -0.522
C -0.249 0.367 0.790 1.36 0.33 -2.55 -0.479
H -0.864 0.099 -0.069 0.02 0.56 -0.49 0.207
H 0.501 6.651 -4.898 -0.03 1.19 0.89 0.159
H 3.504 -3.056 -5.813 -0.12 -0.13 0.02 0.317
C 3.183 -6.139 5.904 -0.72 0.70 -2.04 -0.268
N -0.296 6.570 -4.283 1.06 2.92 0.93 -0.369
H 2.711 -0.631 -5.462 -0.07 0.53 -0.23 0.237
C 4.011 -6.764 4.718 0.09 1.28 1.49 -0.937
H 4.385 -2.503 -7.233 0.15 0.16 0.17 0.299
O 0.752 -6.222 -0.321 1.28 1.18 0.38 -0.487
N -1.143 9.074 1.266 0.07 -4.60 0.05 -0.361
H 3.764 -7.784 4.421 -0.41 0.08 0.49 0.298
H 0.365 5.248 -5.992 -0.23 -0.74 -0.20 0.178
O -0.320 -0.661 1.669 -1.15 -1.50 3.15 -0.514
H -2.199 11.921 1.108 0.30 -0.30 0.10 0.214
H -2.823 0.522 7.912 0.15 -0.05 -1.18 0.143
H -4.020 -3.443 -5.393 -0.10 -0.04 0.23 0.226
N -4.658 -0.995 -3.676 -2.28 1.64 3.15 -0.347
N -4.374 -2.921 -4.603 -0.64 -5.45 -1.12 -0.387
C -0.222 -7.012 -0.887 -0.73 -1.05 -0.03 -0.469
H 2.230 -5.740 5.558 -0.40 -0.23 -0.67 0.269
C -0.949 10.358 1.430 1.56 -0.65 -1.18 0.642
O -3.328 -1.159 -5.459 -0.34 -0.30 -0.03 -0.682
H 1.617 -6.534 -0.597 0.05 0.03 0.05 0.293
O 0.004 -0.411 8.714 1.43 -0.28 -1.00 -0.661
H -0.565 3.824 -5.543 0.24 0.16 -0.45 0.237
H 3.511 0.036 -7.712 -0.19 -0.10 0.03 0.303
H 4.462 -0.878 -5.252 -0.25 -0.13 0.28 0.252
H -5.067 -3.390 -4.037 0.19 0.39 -0.10 0.181
C 3.529 -2.292 -6.591 -0.04 -0.26 0.51 -1.003
N -1.894 0.227 7.648 -2.03 0.40 -3.38 -0.350
H -0.457 7.094 -3.435 0.46 0.11 -0.36 0.232
N -1.628 0.554 9.731 -2.94 2.39 5.49 -0.376
H -1.174 -6.562 -0.607 -0.08 -0.20 -0.27 0.191
```
Positions in Å, forces in eV/Å.

- largest force on an atom (eV Å⁻¹) = 6.69
- highest occupied orbital energy (eV) = -9.64
- LUMO energy (eV) = 0.31
- SMILES = NC(N)=O.NC(N)=O.NC(N)=O.NC(N)=O.CCO.CCO.CO.CO
- energy relative to the best compared isomer or geometry (same formula, charge and spin) (kcal per mole) = 126.4
- spin multiplicity = 1
- orbital gap (eV) = 9.950

No. 2
2 unconnected molecules or ions with the total composition C5H12O in a non-equilibrium geometry, computed with wB97M-V/def2-TZVPD.

XYZ file:
```
18
Properties=species:S:1:pos:R:3:forces:R:3:mulliken_charge:R:1
H 0.901 -0.301 -1.967 0.02 -0.04 0.02 0.265
H 0.898 2.225 -2.543 0.10 0.05 -0.03 0.347
C 0.407 1.775 -1.688 -0.58 -0.39 0.77 -1.135
C 0.274 -1.464 2.138 -0.25 0.48 -1.00 -0.059
H -1.873 0.326 -0.837 -0.04 -0.13 -0.20 0.302
H -0.456 0.251 -2.904 -0.21 -0.20 0.09 0.292
H 2.085 -0.512 2.524 0.00 -0.05 -0.03 0.249
O -1.095 -1.515 2.257 0.02 0.09 -0.12 -0.512
H 1.023 1.847 -0.790 0.29 0.06 -0.16 0.300
H -1.093 -1.259 -0.799 0.15 -0.08 -0.16 0.357
H 0.679 -2.162 1.409 0.18 -0.30 0.39 0.334
H -0.480 0.134 0.143 0.12 -0.32 0.12 0.176
H 0.580 0.331 3.192 -0.11 -0.07 0.22 0.265
H -0.496 2.332 -1.430 -0.01 0.26 -0.30 0.288
H -1.464 -1.642 1.367 0.10 -0.09 0.44 0.337
C 1.013 -0.497 2.653 0.10 -0.08 0.19 -0.620
C -0.905 -0.186 -0.810 -0.41 0.74 0.38 -0.890
C 0.000 0.315 -1.913 0.53 0.09 -0.61 -0.295
```
Positions in Å, forces in eV/Å.

- largest force on an atom (eV Å⁻¹) = 1.14
- highest occupied orbital energy (eV) = -9.36
- LUMO energy (eV) = 0.94
- SMILES = C=CO.CCC
- energy relative to the best compared isomer or geometry (same formula, charge and spin) (kcal per mole) = 30.6
- spin multiplicity = 1
- orbital gap (eV) = 10.292